A molecular structure, C33H40ErN4OSSi in a non-equilibrium geometry. Source: the Open Molecules 2025 dataset; level of theory: ωB97M-V with the def2-TZVPD basis set.

Computed properties:
Frontier orbital gap (spin up / spin down)   7.77 / 7.77 eV
E_tot   -89208.7304 eV
Spin multiplicity   4
Charge   +1

Last column: Mulliken spin population.
Atoms and positions in Å:
Er  11.31104  12.31117  13.00326  3.06
O  14.81042  13.16779  15.59515  0.00
C  13.75475  12.84435  15.01327  -0.01
N  13.38775  12.99629  13.72189  -0.01
C  14.30512  13.70482  12.80541  0.00
C  13.61468  13.62410  11.35747  0.00
C  14.49240  13.85161  10.29763  0.00
C  14.04793  13.81153  8.98397  0.00
C  12.72021  13.57361  8.72474  0.00
C  11.90705  13.33945  9.80869  0.00
N  12.33317  13.36047  11.11788  0.00
C  12.59423  12.26472  15.88097  0.00
C  12.77920  12.22758  17.26552  0.00
C  11.83050  11.55205  18.11325  0.00
C  10.73332  11.05132  17.48002  0.00
C  10.55155  11.20035  16.11784  0.00
N  11.42433  11.82524  15.32292  -0.01
H  15.24784  13.18975  12.63412  0.00
H  14.62954  14.74219  13.09442  0.00
H  15.54086  13.86790  10.41431  0.00
H  14.66651  14.00883  8.15402  0.00
H  12.41686  13.39421  7.69469  0.00
H  10.87711  13.13316  9.66403  0.00
H  13.72589  12.55868  17.72781  0.00
H  11.89940  11.58161  19.22008  0.00
H  9.98260  10.47546  18.09631  0.00
H  9.66748  10.80598  15.65452  0.00
C  9.07295  11.39718  12.51339  -0.02
Si  9.32814  9.60601  12.16885  0.00
C  10.92827  9.09267  13.02529  0.00
N  12.17875  9.85949  12.80484  -0.02
C  13.30156  9.45419  13.67944  0.00
C  14.18777  8.45129  12.95728  0.00
C  14.86613  9.03889  11.67358  0.00
C  13.91255  10.08434  11.05633  0.00
C  12.46115  9.78667  11.34179  0.00
C  7.94339  8.51398  12.81961  0.00
C  6.65220  8.76864  12.35558  0.00
C  5.59327  7.97032  12.74655  0.00
C  5.76331  6.82375  13.53473  0.00
C  7.05813  6.62771  13.98944  0.00
C  8.18938  7.36902  13.60450  0.00
C  9.54919  9.29954  10.31259  0.00
C  9.62392  8.00606  9.83074  0.00
C  10.11680  7.74060  8.51716  0.00
C  10.29994  8.78588  7.60393  0.00
C  10.09334  10.10340  7.97663  0.00
C  9.77150  10.31500  9.33912  0.00
H  8.36950  11.44618  13.26700  0.00
H  8.80282  11.83643  11.53753  0.00
H  11.08576  8.08943  12.59439  0.00
H  10.71164  9.03829  14.05095  0.00
H  12.95647  9.08390  14.72561  0.00
H  13.90899  10.33934  13.82772  0.00
H  13.57818  7.58986  12.70295  0.00
H  14.93004  8.18270  13.69900  0.00
H  14.99826  8.21391  10.93965  0.00
H  15.83830  9.51877  11.90090  0.00
H  14.06891  10.18829  9.99478  0.00
H  14.32286  11.06308  11.44768  0.00
H  12.25514  8.73403  10.90064  0.00
H  11.72115  10.48272  10.89266  0.00
H  6.43330  9.65916  11.76457  0.00
H  4.59860  8.16724  12.30735  0.00
H  4.96566  6.21294  13.86564  0.00
H  7.33040  5.70242  14.50620  0.00
H  9.20597  7.09682  14.00799  0.00
H  9.39286  7.19031  10.47832  0.00
H  10.28515  6.71512  8.24350  0.00
H  10.67046  8.55819  6.62082  0.00
H  10.10238  10.94479  7.24537  0.00
H  9.71537  11.32953  9.66748  0.00
C  8.59170  14.02082  14.86450  0.00
S  9.77505  14.73194  13.73786  0.00
C  10.70560  15.83620  14.86699  0.00
H  8.97245  13.30740  15.59914  0.00
H  7.85118  13.46683  14.24590  0.00
H  8.05949  14.79143  15.38804  0.00
H  10.10395  16.69315  15.16123  0.00
H  11.51524  16.41613  14.42743  0.00
H  11.25861  15.24287  15.66493  0.00

Cartesian forces (eV/Å) of the 3 atoms listed first:
-0.4 -0.8 -0.1
-1.7 -0.6 -1.3
0.4 0.8 0.8